# 1
{"formula": "C33H81N4O7", "method": "ωB97M-V/def2-TZVPD", "species": ["C", "C", "N", "C", "C", "C", "C", "C", "O", "C", "H", "H", "H", "H", "H", "H", "H", "H", "H", "H", "H", "H", "H", "H", "H", "H", "H", "H", "H", "H", "C", "C", "N", "C", "C", "C", "C", "C", "O", "C", "H", "H", "H", "H", "H", "H", "H", "H", "H", "H", "H", "H", "H", "H", "H", "H", "H", "H", "H", "H", "C", "C", "N", "C", "C", "C", "C", "C", "O", "C", "H", "H", "H", "H", "H", "H", "H", "H", "H", "H", "H", "H", "H", "H", "H", "H", "H", "H", "H", "H", "C", "C", "N", "C", "C", "C", "C", "C", "O", "C", "H", "H", "H", "H", "H", "H", "H", "H", "H", "H", "H", "H", "H", "H", "H", "H", "H", "H", "H", "H", "O", "C", "O", "O", "H"], "coordinates": [[-3.43, 0.56, 2.49], [-3.22, 1.17, 3.93], [-1.79, 1.52, 4.37], [-0.92, 0.25, 4.24], [-1.08, 2.60, 3.46], [0.42, 2.73, 3.55], [-1.74, 1.86, 5.90], [-2.67, 3.01, 6.32], [-3.96, 2.48, 6.72], [-4.97, 3.45, 6.85], [-2.64, -0.18, 2.39], [-3.24, 1.31, 1.72], [-4.43, 0.14, 2.35], [-3.60, 0.34, 4.54], [-3.79, 2.09, 4.10], [0.07, 0.40, 4.66], [-0.88, -0.03, 3.19], [-1.42, -0.53, 4.82], [-1.56, 3.51, 3.81], [-1.33, 2.37, 2.42], [0.83, 3.62, 3.07], [0.98, 1.90, 3.12], [0.57, 2.88, 4.62], [-0.69, 1.93, 6.18], [-1.97, 0.97, 6.47], [-2.84, 3.67, 5.47], [-2.31, 3.53, 7.21], [-4.63, 4.10, 7.66], [-5.88, 2.98, 7.23], [-5.16, 4.01, 5.94], [7.79, -5.12, 2.45], [7.40, -4.22, 1.25], [6.14, -3.33, 1.44], [5.01, -4.18, 2.07], [6.47, -2.11, 2.42], [5.27, -1.37, 2.98], [5.63, -2.77, 0.11], [6.56, -1.80, -0.73], [7.74, -2.37, -1.08], [8.66, -1.37, -1.70], [7.99, -4.59, 3.38], [8.62, -5.76, 2.12], [7.04, -5.89, 2.64], [7.15, -4.92, 0.45], [8.13, -3.54, 0.81], [4.09, -3.59, 2.11], [5.27, -4.57, 3.06], [4.95, -4.99, 1.34], [7.26, -1.48, 2.00], [6.89, -2.67, 3.26], [4.65, -0.79, 2.29], [5.65, -0.57, 3.62], [4.54, -1.96, 3.53], [4.71, -2.23, 0.36], [5.22, -3.60, -0.46], [6.69, -0.92, -0.11], [6.06, -1.46, -1.63], [9.42, -1.96, -2.20], [9.15, -0.61, -1.08], [8.01, -0.97, -2.48], [-1.94, 1.76, -1.48], [-2.19, 3.33, -1.53], [-0.90, 4.20, -1.95], [-0.44, 3.78, -3.42], [-1.20, 5.70, -1.92], [-2.40, 6.17, -2.78], [0.21, 3.89, -0.89], [1.16, 2.68, -0.96], [1.89, 2.56, -2.20], [2.36, 1.22, -2.46], [-1.35, 1.47, -0.61], [-1.44, 1.32, -2.34], [-2.91, 1.26, -1.42], [-2.34, 3.60, -0.48], [-2.98, 3.67, -2.20], [-0.30, 2.72, -3.65], [0.47, 4.30, -3.71], [-1.23, 4.13, -4.09], [-0.24, 6.21, -2.09], [-1.44, 6.03, -0.91], [-3.41, 5.78, -2.64], [-2.27, 6.07, -3.86], [-2.48, 7.24, -2.60], [-0.05, 4.14, 0.14], [0.86, 4.76, -0.97], [0.66, 1.75, -0.71], [1.87, 2.83, -0.15], [2.39, 0.59, -1.58], [3.42, 1.18, -2.71], [1.86, 0.70, -3.28], [-6.46, -1.05, -4.16], [-4.97, -1.36, -3.89], [-4.51, -2.80, -4.24], [-4.95, -3.70, -3.10], [-5.10, -3.32, -5.61], [-4.73, -2.50, -6.87], [-2.96, -2.82, -4.29], [-2.15, -2.21, -3.15], [-2.25, -2.96, -1.98], [-1.89, -2.34, -0.78], [-6.56, -1.05, -5.24], [-6.54, -0.02, -3.81], [-7.23, -1.68, -3.73], [-4.70, -1.27, -2.84], [-4.32, -0.74, -4.51], [-4.66, -3.36, -2.11], [-4.59, -4.71, -3.31], [-6.04, -3.60, -3.15], [-6.18, -3.35, -5.49], [-4.71, -4.34, -5.69], [-4.91, -1.42, -6.87], [-5.33, -2.77, -7.73], [-3.73, -2.62, -7.29], [-2.77, -2.31, -5.24], [-2.57, -3.82, -4.49], [-2.45, -1.17, -3.03], [-1.11, -2.13, -3.47], [-2.09, -3.04, 0.03], [-2.46, -1.42, -0.63], [-0.81, -2.31, -0.71], [0.79, -0.79, 0.45], [1.64, -1.38, 1.11], [1.83, -0.87, 2.26], [2.26, -2.42, 0.72], [0.71, -0.27, 1.25]], "multiplicity": 2, "largest_force_ev_per_a": 6.09, "total_charge": 4}

---

# 2
{"formula": "C33H82Cl2N11NbO21P", "method": "ωB97M-V/def2-TZVPD", "species": ["C", "C", "C", "C", "C", "C", "C", "C", "C", "C", "C", "C", "C", "C", "C", "C", "C", "C", "C", "C", "Nb", "N", "C", "C", "C", "Cl", "P", "O", "Cl", "H", "H", "H", "H", "H", "H", "H", "H", "H", "H", "H", "H", "H", "H", "H", "H", "H", "H", "H", "H", "H", "H", "H", "H", "H", "H", "H", "H", "H", "H", "H", "H", "H", "H", "H", "H", "H", "H", "H", "H", "H", "H", "H", "H", "H", "H", "H", "H", "H", "H", "H", "H", "C", "N", "O", "O", "H", "H", "H", "C", "N", "O", "O", "H", "H", "H", "C", "N", "O", "O", "H", "H", "H", "C", "N", "O", "O", "H", "H", "H", "C", "N", "O", "O", "H", "H", "H", "C", "N", "O", "O", "H", "H", "H", "C", "N", "O", "O", "H", "H", "H", "C", "N", "O", "O", "H", "H", "H", "C", "N", "O", "O", "H", "H", "H", "C", "N", "O", "O", "H", "H", "H"], "coordinates": [[4.34, 0.22, 2.07], [3.97, -1.31, 2.17], [3.26, -1.84, 0.88], [4.03, -1.51, -0.44], [5.38, -2.29, -0.62], [6.35, -1.60, -1.67], [6.08, -2.08, -3.14], [5.14, -1.12, -3.96], [5.46, 0.42, -3.81], [4.56, 1.03, -2.66], [3.79, 2.35, -3.05], [2.39, 2.37, -2.31], [2.42, 3.25, -0.99], [1.49, 2.72, 0.17], [0.10, 3.49, 0.27], [-0.95, 2.55, -0.41], [-2.45, 2.98, -0.24], [-3.37, 1.70, -0.01], [-4.03, 1.18, -1.35], [-4.31, -0.38, -1.31], [-2.44, -1.69, -1.40], [-1.29, -0.03, -2.06], [-0.58, -3.02, -1.20], [0.06, -3.48, -2.56], [1.32, -4.39, -2.20], [0.71, -2.11, -3.58], [-4.00, -3.68, -0.86], [-3.86, -4.83, -2.14], [-3.26, -4.68, 0.85], [4.16, 0.78, 3.00], [3.76, 0.73, 1.26], [5.42, 0.37, 1.81], [3.23, -1.39, 3.01], [4.86, -1.93, 2.46], [2.27, -1.31, 0.83], [3.00, -2.92, 0.99], [3.39, -1.73, -1.34], [4.24, -0.42, -0.48], [5.22, -3.37, -0.88], [5.93, -2.29, 0.35], [7.39, -1.96, -1.40], [6.36, -0.50, -1.52], [5.54, -3.06, -3.06], [7.02, -2.29, -3.70], [4.05, -1.33, -3.79], [5.30, -1.37, -5.05], [5.14, 0.91, -4.77], [6.54, 0.63, -3.67], [3.83, 0.26, -2.33], [5.26, 1.31, -1.83], [3.69, 2.47, -4.15], [4.38, 3.23, -2.68], [1.67, 2.80, -3.06], [2.03, 1.33, -2.13], [2.07, 4.27, -1.27], [3.48, 3.26, -0.61], [2.05, 2.75, 1.14], [1.28, 1.64, -0.07], [-0.12, 3.58, 1.37], [0.20, 4.50, -0.19], [-0.86, 1.53, 0.04], [-0.68, 2.51, -1.49], [-2.77, 3.42, -1.22], [-2.64, 3.77, 0.52], [-4.21, 2.07, 0.63], [-2.84, 0.90, 0.55], [-3.49, 1.51, -2.27], [-5.04, 1.66, -1.39], [-5.10, -0.69, -2.04], [-4.78, -0.56, -0.29], [-2.70, -2.13, -3.17], [-2.20, -1.29, 0.39], [-1.28, 0.10, -3.07], [-0.34, -0.12, -1.68], [-0.94, -3.97, -0.70], [0.18, -2.60, -0.49], [-0.61, -4.12, -3.17], [1.26, -4.79, -1.17], [2.20, -3.68, -2.20], [1.48, -5.16, -2.98], [-3.47, -4.37, -2.90], [7.91, -5.70, -0.03], [8.36, -4.29, 0.13], [8.06, -3.73, 1.16], [8.98, -3.81, -0.79], [7.36, -5.99, 0.86], [7.27, -5.74, -0.91], [8.79, -6.31, -0.16], [-3.94, -7.99, 2.14], [-4.27, -8.58, 3.46], [-5.44, -8.69, 3.75], [-3.34, -8.92, 4.16], [-4.86, -7.73, 1.63], [-3.34, -7.10, 2.32], [-3.38, -8.73, 1.58], [6.52, 0.69, 5.51], [5.86, 1.93, 5.02], [5.03, 2.44, 5.74], [6.21, 2.35, 3.94], [6.12, 0.44, 6.48], [6.32, -0.09, 4.78], [7.59, 0.90, 5.57], [-5.67, 4.46, -4.24], [-4.87, 4.46, -2.98], [-5.38, 3.95, -2.01], [-3.77, 4.96, -3.03], [-6.61, 3.98, -4.05], [-5.81, 5.49, -4.53], [-5.10, 3.91, -4.99], [1.68, 2.83, 4.62], [1.18, 1.91, 3.57], [1.98, 1.12, 3.10], [0.02, 2.00, 3.25], [2.73, 2.63, 4.79], [1.53, 3.84, 4.26], [1.09, 2.65, 5.52], [-7.23, -3.71, 0.89], [-7.92, -2.49, 0.41], [-8.70, -1.94, 1.16], [-7.66, -2.12, -0.71], [-7.56, -3.92, 1.90], [-7.50, -4.52, 0.22], [-6.16, -3.52, 0.86], [4.79, 5.15, 3.00], [3.76, 6.02, 3.64], [3.94, 7.21, 3.61], [2.81, 5.46, 4.15], [5.57, 5.79, 2.59], [5.19, 4.49, 3.76], [4.29, 4.59, 2.21], [-0.98, -0.90, 3.36], [-0.32, -1.96, 4.17], [0.24, -2.85, 3.58], [-0.40, -1.86, 5.38], [-0.83, -1.12, 2.31], [-2.04, -0.91, 3.61], [-0.52, 0.05, 3.63], [-9.11, 1.34, 1.36], [-9.27, 2.76, 1.77], [-9.15, 3.03, 2.94], [-9.51, 3.56, 0.88], [-8.90, 0.74, 2.25], [-10.04, 1.02, 0.90], [-8.28, 1.29, 0.66], [-10.21, 5.28, -3.89], [-8.90, 5.81, -4.35], [-8.19, 5.08, -5.01], [-8.62, 6.95, -4.03], [-10.31, 4.26, -4.25], [-10.21, 5.31, -2.81], [-10.98, 5.92, -4.31]], "largest_force_ev_per_a": 5.16, "total_charge": -1}

---

# 3
{"formula": "C33H83N5O8", "method": "ωB97M-V/def2-TZVPD", "species": ["C", "C", "C", "C", "C", "C", "N", "O", "C", "C", "C", "H", "H", "H", "H", "H", "H", "H", "H", "H", "H", "H", "H", "H", "H", "H", "H", "H", "H", "H", "C", "C", "C", "C", "C", "C", "N", "O", "C", "C", "C", "H", "H", "H", "H", "H", "H", "H", "H", "H", "H", "H", "H", "H", "H", "H", "H", "H", "H", "H", "C", "O", "H", "H", "H", "H", "C", "O", "H", "H", "H", "H", "C", "O", "H", "H", "H", "H", "C", "C", "C", "O", "C", "N", "H", "H", "H", "H", "H", "H", "H", "H", "H", "H", "H", "C", "C", "C", "O", "C", "N", "H", "H", "H", "H", "H", "H", "H", "H", "H", "H", "H", "C", "C", "C", "O", "C", "N", "H", "H", "H", "H", "H", "H", "H", "H", "H", "H", "H"], "coordinates": [[-2.02, -1.28, -1.78], [-0.89, -0.57, -1.00], [-1.39, -0.34, 0.44], [-0.31, -0.34, 1.55], [0.43, -1.69, 1.44], [1.12, -1.90, 0.02], [0.22, -1.68, -1.15], [0.88, -1.62, -2.38], [2.46, -0.99, -0.15], [1.54, -3.38, -0.13], [-0.41, 0.75, -1.57], [-2.85, -0.61, -2.00], [-2.31, -2.16, -1.21], [-1.81, -1.69, -2.77], [-1.93, 0.61, 0.45], [-2.18, -1.07, 0.64], [-0.71, -0.19, 2.55], [0.35, 0.50, 1.34], [-0.35, -2.45, 1.40], [1.11, -1.88, 2.27], [2.27, 0.05, -0.39], [3.16, -1.20, 0.67], [3.06, -1.42, -0.96], [2.22, -3.82, 0.60], [0.62, -3.97, -0.13], [2.04, -3.52, -1.09], [-1.30, 1.37, -1.56], [-0.14, 0.57, -2.61], [0.35, 1.18, -0.92], [0.49, -2.39, -2.81], [4.89, -0.12, -3.09], [4.40, 1.28, -3.39], [2.88, 1.13, -3.28], [2.32, 2.63, -3.52], [2.82, 3.54, -2.45], [4.33, 3.54, -2.27], [4.95, 2.21, -2.38], [6.32, 2.14, -2.12], [4.85, 4.44, -3.46], [4.64, 4.20, -0.92], [4.85, 1.57, -4.89], [5.94, -0.30, -3.31], [4.41, -0.73, -3.86], [4.65, -0.49, -2.09], [2.49, 0.39, -3.97], [2.64, 0.84, -2.26], [1.23, 2.61, -3.50], [2.58, 3.13, -4.45], [2.29, 3.21, -1.56], [2.39, 4.53, -2.60], [4.56, 4.26, -4.50], [4.79, 5.49, -3.16], [5.91, 4.20, -3.61], [5.69, 4.44, -1.06], [4.26, 5.22, -0.82], [4.44, 3.68, 0.01], [4.03, 1.99, -5.48], [5.30, 0.69, -5.35], [5.55, 2.41, -4.83], [6.32, 1.54, -1.37], [-2.39, -2.22, 4.07], [-1.96, -2.88, 5.27], [-2.98, -2.89, 3.45], [-3.25, -1.57, 4.20], [-1.62, -1.75, 3.45], [-2.74, -3.22, 5.72], [2.68, -2.13, 5.35], [2.74, -0.69, 5.12], [1.89, -2.29, 6.07], [2.44, -2.63, 4.41], [3.63, -2.37, 5.83], [1.88, -0.39, 4.82], [-4.74, -4.55, -0.61], [-4.16, -4.64, 0.71], [-5.41, -3.69, -0.71], [-3.93, -4.47, -1.33], [-5.31, -5.47, -0.71], [-3.54, -3.90, 0.75], [0.67, -7.38, -0.56], [-0.75, -7.14, -0.05], [-1.65, -8.16, -0.72], [-3.01, -7.95, -0.42], [-3.93, -8.88, -0.90], [-0.69, -7.08, 1.41], [1.04, -8.40, -0.52], [1.31, -6.64, -0.08], [0.74, -7.01, -1.59], [-1.13, -6.16, -0.36], [-1.28, -9.12, -0.37], [-1.57, -8.25, -1.80], [-4.89, -8.71, -0.42], [-3.44, -9.82, -0.63], [-4.00, -8.91, -1.99], [-0.48, -8.01, 1.75], [-1.65, -6.88, 1.67], [-0.74, 6.16, -1.65], [-0.43, 6.39, -0.16], [0.77, 5.57, 0.42], [0.54, 4.22, 0.75], [-0.77, 3.83, 1.06], [-0.22, 7.80, 0.00], [-0.32, 5.19, -1.89], [-0.06, 6.79, -2.24], [-1.81, 6.25, -1.83], [-1.37, 6.29, 0.38], [1.28, 6.05, 1.26], [1.55, 5.54, -0.34], [-0.72, 2.82, 1.48], [-1.43, 3.76, 0.19], [-1.20, 4.48, 1.83], [-0.87, 8.12, -0.71], [-0.54, 8.14, 0.89], [-3.27, 1.24, 2.89], [-3.77, 2.43, 3.69], [-4.79, 3.29, 2.95], [-4.27, 4.07, 1.79], [-5.00, 5.35, 1.71], [-4.25, 1.88, 4.91], [-4.12, 0.66, 2.54], [-2.59, 0.70, 3.56], [-2.68, 1.63, 2.07], [-2.90, 3.07, 3.84], [-5.24, 3.96, 3.68], [-5.63, 2.75, 2.50], [-4.71, 5.88, 0.79], [-4.88, 5.82, 2.69], [-6.03, 5.04, 1.55], [-4.98, 1.24, 4.64], [-3.51, 1.30, 5.28]], "multiplicity": 2, "largest_force_ev_per_a": 4.06, "total_charge": -1}

---

Number 1: E_tot -55784.60044 eV. Number 2: E_tot -130792.48225 eV. Number 3: E_tot -59387.46781 eV.